{
  "formula": "C43H60BrIrN7OSbSi3",
  "method": "wB97M-V/def2-TZVPD",
  "total_charge": 2,
  "spin_multiplicity": 1,
  "energy_ev": -161082.694,
  "elements": ["Ir", "C", "Sb", "C", "C", "C", "C", "C", "C", "N", "Si", "C", "C", "C", "C", "C", "C", "C", "C", "C", "N", "Si", "C", "C", "C", "Si", "C", "C", "C", "H", "H", "H", "H", "H", "H", "H", "H", "H", "H", "H", "H", "H", "H", "H", "H", "H", "H", "H", "H", "H", "H", "H", "H", "H", "H", "H", "H", "H", "H", "H", "H", "H", "H", "H", "H", "H", "H", "Br", "C", "C", "C", "C", "C", "C", "N", "N", "C", "C", "C", "C", "O", "C", "N", "C", "C", "C", "C", "H", "H", "H", "H", "H", "H", "H", "H", "H", "C", "C", "N", "C", "C", "N", "C", "C", "H", "H", "H", "H", "H", "H", "H", "H", "H", "H", "H", "H", "H"],
  "coordinates": [[-0.177895, 0.053390, -0.023546], [1.090589, 4.538529, 0.750169], [0.901418, 2.559893, -0.010825], [-0.526233, 1.566356, 1.321740], [0.374723, 1.395616, 2.522701], [0.076655, 0.686170, 3.681726], [1.025734, 0.617276, 4.690507], [2.252356, 1.240932, 4.524832], [2.484265, 1.912204, 3.335875], [1.568867, 1.983409, 2.375888], [-2.256093, 2.172336, 1.830704], [-3.509624, 2.143731, 0.432935], [-3.064214, 1.118065, 3.167120], [-2.033930, 3.850590, 2.634489], [-0.110763, 3.056082, -1.961354], [-1.000942, 1.934725, -2.384658], [-1.483278, 1.929992, -3.710637], [-2.444739, 1.055095, -4.150354], [-2.960268, 0.135700, -3.242057], [-2.402208, 0.109194, -1.990839], [-1.413461, 0.921174, -1.559259], [-1.036942, 4.765880, -2.101596], [-2.210671, 5.050297, -0.670863], [-2.091375, 4.934867, -3.644099], [0.155118, 6.215807, -2.149178], [1.442915, 3.174641, -3.115235], [1.167910, 3.945930, -4.803002], [2.095607, 1.442517, -3.430317], [2.852105, 4.105662, -2.296328], [1.019802, 4.446007, 1.829341], [0.273409, 5.136887, 0.361630], [2.050675, 4.963626, 0.469165], [-0.874341, 0.189473, 3.796034], [0.806277, 0.075969, 5.602167], [3.011511, 1.210147, 5.293212], [3.426735, 2.412830, 3.146534], [-3.997803, 1.165159, 0.396006], [-3.124047, 2.372405, -0.556034], [-4.289704, 2.875136, 0.661409], [-3.005575, 0.042940, 2.995781], [-4.126016, 1.382744, 3.181210], [-2.676033, 1.328810, 4.163784], [-1.813743, 4.675120, 1.958258], [-1.231640, 3.802399, 3.376345], [-2.950761, 4.103155, 3.173481], [-1.106574, 2.683465, -4.381727], [-2.809640, 1.106760, -5.168071], [-3.765354, -0.540518, -3.493021], [-2.756404, -0.610816, -1.271931], [-3.239495, 4.834631, -0.963046], [-2.173246, 6.097454, -0.360729], [-1.980846, 4.441167, 0.198016], [-2.934104, 4.241675, -3.656343], [-1.555142, 4.852767, -4.589541], [-2.514495, 5.943367, -3.602506], [0.897364, 6.245953, -1.354968], [-0.462353, 7.111942, -2.040759], [0.678162, 6.307941, -3.100965], [0.564767, 3.331037, -5.473065], [2.153790, 4.037494, -5.268317], [0.736524, 4.944865, -4.778203], [1.532588, 0.941214, -4.220432], [2.057611, 0.853075, -2.511338], [3.139522, 1.500999, -3.746448], [2.606604, 5.112138, -1.967915], [3.634807, 4.199836, -3.054884], [3.301870, 3.564670, -1.460074], [5.077465, -8.281299, 2.899759], [3.531615, -7.416260, 3.544984], [2.544920, -7.031903, 2.646646], [1.415926, -6.377566, 3.105668], [1.267889, -6.127695, 4.465106], [2.227879, -6.579474, 5.364114], [3.379494, -7.198277, 4.905332], [0.079099, -5.581614, 5.036184], [-0.477374, -4.578639, 4.584565], [0.106932, -3.723443, 3.603178], [1.424735, -3.329949, 3.564325], [1.878162, -2.329296, 2.692609], [1.004951, -1.701743, 1.827880], [1.361973, -0.758099, 0.980182], [-0.358779, -2.090854, 1.861002], [-1.196675, -1.416429, 0.998159], [-2.489532, -1.663760, 1.064493], [-3.038594, -2.611581, 1.940739], [-2.221997, -3.312968, 2.784000], [-0.830116, -3.067543, 2.757480], [2.663821, -7.254580, 1.595175], [0.639376, -6.091855, 2.406676], [2.059058, -6.437356, 6.423492], [4.137449, -7.532312, 5.599622], [2.139041, -3.777469, 4.242906], [2.915447, -2.021081, 2.713602], [-3.143735, -1.079181, 0.433906], [-4.111090, -2.745438, 1.953050], [-2.615002, -4.030789, 3.491234], [-0.426103, -4.184000, -2.570492], [-0.813664, -2.918584, -1.772457], [0.313731, -1.980595, -1.703477], [0.614025, -1.490259, -3.053523], [0.822321, -2.663418, -4.035832], [0.903249, -3.917540, -3.213793], [1.964612, -3.772298, -2.157926], [1.492332, -2.682716, -1.171238], [-1.132150, -4.414126, -3.365875], [-0.307097, -5.063950, -1.940755], [-1.106716, -3.202152, -0.764354], [-1.654948, -2.413232, -2.242670], [1.510089, -0.881866, -3.001482], [-0.204349, -0.854083, -3.391529], [1.751941, -2.579000, -4.595410], [-0.000600, -2.793249, -4.736876], [1.143375, -4.700178, -3.820170], [2.889395, -3.513679, -2.670627], [2.085543, -4.745024, -1.685105], [2.281431, -1.957358, -0.987516], [1.230921, -3.124224, -0.211555]],
  "forces_ev_per_a": [[0.7, 0.0, -0.4], [0.3, -0.1, 0.1], [-0.8, 0.0, -0.3], [-0.1, 0.1, 0.2], [0.1, 0.1, -0.1], [0.0, 0.0, 0.0], [0.0, 0.0, 0.0], [0.0, 0.0, 0.0], [0.0, 0.0, 0.0], [0.0, 0.0, 0.0], [0.0, -0.1, 0.1], [0.0, 0.1, 0.0], [0.0, 0.0, 0.0], [0.0, 0.0, 0.0], [0.0, 0.0, 0.1], [-0.1, 0.0, 0.0], [0.0, 0.0, 0.0], [0.0, 0.0, 0.0], [0.0, 0.0, 0.0], [0.0, -0.1, 0.0], [0.2, -0.1, 0.0], [0.0, 0.0, 0.0], [0.0, -0.1, 0.0], [0.0, 0.0, 0.0], [0.1, 0.0, 0.0], [0.0, 0.1, 0.0], [0.0, 0.0, 0.0], [0.0, 0.0, 0.0], [0.0, 0.0, 0.0], [0.0, 0.0, 0.0], [0.0, 0.0, 0.0], [0.0, 0.0, 0.0], [0.0, 0.0, 0.0], [0.0, 0.0, 0.0], [0.0, 0.0, 0.0], [0.0, 0.0, 0.0], [0.0, 0.0, 0.0], [0.0, 0.1, 0.0], [0.0, 0.0, 0.0], [0.0, 0.0, 0.0], [0.0, 0.0, 0.0], [0.0, 0.0, 0.0], [0.0, 0.0, 0.2], [0.0, 0.0, 0.0], [0.0, 0.0, 0.0], [0.0, 0.0, 0.0], [0.0, 0.0, 0.0], [0.0, 0.0, 0.0], [0.1, 0.0, 0.0], [0.0, 0.0, 0.0], [0.0, 0.0, 0.0], [0.0, 0.0, -0.2], [0.0, 0.0, 0.0], [0.0, 0.0, 0.0], [0.0, 0.0, 0.0], [0.0, 0.0, 0.0], [0.0, 0.0, 0.0], [0.0, 0.0, 0.0], [0.0, 0.0, 0.0], [0.0, 0.0, 0.0], [0.0, 0.0, 0.0], [0.0, 0.0, 0.0], [0.1, 0.1, 0.0], [0.0, 0.0, 0.0], [0.0, 0.0, 0.0], [0.0, 0.0, 0.0], [0.0, 0.0, 0.0], [0.0, 0.0, 0.0], [0.0, 0.0, 0.0], [0.0, 0.0, 0.0], [-0.1, -0.1, -0.1], [0.3, -0.2, 0.2], [0.0, 0.1, -0.1], [0.0, 0.0, 0.0], [-0.2, -0.2, -0.1], [0.0, 0.2, 0.2], [-0.2, 0.2, -0.2], [0.1, 0.1, 0.1], [0.0, -0.1, 0.1], [0.0, 0.0, 0.0], [-0.2, -0.1, 0.2], [0.1, 0.0, -0.1], [-0.2, 0.2, 0.1], [0.0, 0.0, 0.0], [0.0, 0.0, 0.0], [0.0, 0.0, 0.0], [0.1, 0.0, 0.1], [0.0, 0.0, 0.0], [0.0, 0.0, 0.0], [0.0, 0.0, 0.0], [0.0, 0.0, 0.0], [0.0, 0.0, 0.0], [0.0, 0.0, 0.0], [0.0, 0.0, 0.0], [0.0, 0.0, 0.0], [0.0, 0.0, 0.0], [0.0, 0.0, 0.0], [0.0, -0.1, 0.0], [0.0, 0.2, 0.1], [0.0, 0.0, 0.0], [0.0, 0.0, 0.0], [0.0, 0.0, 0.0], [0.0, 0.0, 0.0], [0.1, 0.0, -0.1], [0.0, 0.0, 0.0], [0.0, 0.0, 0.0], [0.0, 0.0, 0.0], [0.0, 0.0, 0.0], [0.0, -0.1, 0.0], [0.0, 0.0, 0.0], [0.0, 0.0, 0.0], [0.0, 0.0, 0.0], [0.0, 0.0, 0.0], [0.0, 0.0, 0.0], [0.0, 0.0, 0.0], [0.0, 0.0, 0.0], [0.0, 0.0, 0.0]]
}

=====

{
  "formula": "C43H60Cl2HfN3O5P2S3",
  "method": "wB97M-V/def2-TZVPD",
  "total_charge": -1,
  "spin_multiplicity": 1,
  "energy_ev": -137711.886,
  "elements": ["Hf", "C", "P", "C", "C", "C", "C", "C", "C", "C", "P", "C", "C", "H", "H", "H", "H", "H", "H", "H", "H", "H", "H", "H", "H", "H", "H", "H", "H", "C", "C", "C", "C", "C", "C", "C", "C", "C", "C", "C", "C", "N", "C", "C", "C", "C", "C", "C", "C", "N", "C", "C", "C", "C", "C", "C", "C", "C", "C", "C", "C", "C", "H", "H", "H", "H", "H", "H", "H", "H", "H", "H", "H", "H", "H", "H", "H", "H", "H", "H", "H", "H", "H", "H", "H", "H", "H", "H", "H", "H", "H", "H", "H", "H", "H", "H", "H", "H", "H", "H", "H", "C", "O", "H", "H", "H", "O", "S", "O", "O", "S", "Cl", "C", "Cl", "H", "H", "O", "S", "N"],
  "coordinates": [[-0.878114, -0.148511, 0.430287], [5.422158, -3.757598, 2.378202], [3.717755, -3.064937, 2.265370], [2.799618, -4.556399, 2.854955], [3.700482, -3.301962, 0.420662], [3.407058, -4.600184, 0.050945], [2.901059, -4.900479, -1.169899], [2.765347, -3.928725, -2.112537], [3.151710, -2.642789, -1.807051], [3.609451, -2.258362, -0.509256], [3.615914, -0.444991, -0.313719], [5.076603, -0.238857, 0.800584], [4.568320, -0.023026, -1.804690], [5.468313, -4.740581, 1.851014], [5.719182, -3.744666, 3.400748], [6.142975, -3.108600, 1.869242], [3.392758, -5.453615, 3.019383], [1.845412, -4.635601, 2.375467], [2.643305, -4.207460, 3.962212], [3.632939, -5.433830, 0.742070], [2.705396, -5.905427, -1.414614], [2.558011, -4.247054, -3.143606], [3.163252, -1.868898, -2.563958], [5.969247, -0.653633, 0.267068], [4.839653, -0.800182, 1.650864], [5.218532, 0.792896, 1.125966], [5.248917, -0.801589, -2.216900], [5.230534, 0.884370, -1.732854], [3.902570, 0.144593, -2.633354], [-4.957715, 1.421608, 1.363711], [-5.191907, -0.120423, 1.252590], [-4.679344, -0.829019, 2.512444], [-4.846665, -0.851671, -0.030838], [-5.593221, -1.983253, -0.234973], [-5.516137, -2.787562, -1.302821], [-4.663447, -2.276165, -2.341979], [-3.807719, -1.172662, -2.254240], [-3.233939, -0.680223, -3.580097], [-2.195728, 0.441963, -3.465226], [-4.515150, -0.170029, -4.312990], [-3.855518, -0.525082, -0.968446], [-2.895735, 0.440218, -0.584108], [-3.250659, 1.642933, -0.798433], [-2.508456, 2.887581, -0.585683], [-3.305466, 4.044307, -0.675281], [-2.787245, 5.315560, -0.533928], [-1.415566, 5.396431, -0.290791], [-0.606985, 4.292890, -0.095191], [-1.126005, 2.984598, -0.224851], [-0.255710, 1.931975, -0.116386], [1.095121, 2.287868, -0.431337], [2.010237, 2.575300, 0.631118], [3.270765, 3.100677, 0.327317], [3.653794, 3.361753, -0.999008], [2.861089, 2.990976, -2.049573], [1.567080, 2.514681, -1.776880], [0.753412, 2.132107, -3.013591], [1.406269, 0.870503, -3.588643], [0.657189, 3.247638, -4.051430], [1.610696, 2.384071, 2.094193], [2.388966, 1.247478, 2.788315], [1.786313, 3.705539, 2.848841], [-5.146648, 1.819393, 2.321344], [-5.487145, 2.032110, 0.603910], [-3.904775, 1.671818, 1.324909], [-6.283532, -0.251594, 1.340910], [-5.413589, -0.755159, 3.321744], [-3.709840, -0.478296, 2.869389], [-4.544662, -1.864407, 2.365721], [-6.363354, -2.183623, 0.502026], [-6.023567, -3.714568, -1.366059], [-4.747378, -2.776227, -3.313433], [-2.813462, -1.563652, -4.056062], [-2.743623, 1.320048, -3.005314], [-1.904869, 0.635677, -4.487616], [-1.298940, 0.144368, -2.925010], [-4.854798, 0.638523, -3.714036], [-5.262343, -0.966518, -4.233037], [-4.226226, 0.073633, -5.304138], [-4.238050, 1.780609, -1.339247], [-4.371683, 3.918174, -0.937069], [-3.274475, 6.190055, -0.984290], [-0.902927, 6.359548, -0.193613], [0.475272, 4.274635, 0.005600], [3.900276, 3.449587, 1.178192], [4.600031, 3.876622, -1.191476], [3.151277, 3.146010, -3.055333], [-0.243763, 1.884218, -2.626032], [2.428786, 1.086927, -3.753098], [0.872513, 0.484924, -4.437693], [1.378824, 0.105509, -2.798857], [1.608374, 3.326687, -4.531133], [0.203132, 4.183560, -3.687543], [-0.028884, 2.771509, -4.832057], [0.504552, 2.173081, 2.160371], [3.410206, 1.623624, 2.974298], [2.452782, 0.289179, 2.253251], [2.017118, 1.062483, 3.817616], [2.800810, 4.021576, 2.687473], [1.643280, 3.463860, 3.933746], [1.047191, 4.512342, 2.652840], [-1.622140, 0.809841, 3.360687], [-1.637544, 0.716470, 1.943220], [-0.613184, 0.679538, 3.746483], [-2.296715, 0.059595, 3.748389], [-2.038837, 1.786870, 3.807935], [0.042451, -3.325551, 2.892855], [-0.075833, -2.857253, 1.509638], [0.630745, -3.637773, 0.549270], [0.505469, -1.328160, 1.442508], [-2.050398, -2.514658, 1.127497], [2.082607, -2.376282, 6.695207], [0.510962, -2.821831, 5.832083], [-0.898512, -2.506264, 6.760328], [0.511413, -3.855621, 5.591140], [0.466675, -2.321529, 4.923657], [-0.818376, -2.652652, -3.473187], [-0.342488, -2.559209, -2.112925], [-0.453187, -1.238233, -1.440425]],
  "forces_ev_per_a": [[0.6, -0.7, -1.3], [0.3, 0.1, -0.8], [0.7, -0.2, -1.0], [0.6, 1.5, 3.1], [-0.9, 1.1, 0.9], [0.7, -0.9, 0.7], [0.4, -0.5, 0.1], [0.5, 0.5, -1.5], [0.7, 0.6, 0.5], [-1.1, -1.2, -1.2], [0.8, 0.2, 0.7], [0.5, 0.2, -1.3], [1.4, 0.4, -1.7], [0.0, 0.5, 0.8], [0.4, -0.7, 0.9], [-0.2, 0.1, -0.1], [0.0, -0.2, -0.7], [-0.3, -0.4, -0.1], [-0.3, -0.7, -1.7], [-0.4, 0.6, -0.3], [-0.4, -1.1, -0.3], [-0.4, 0.5, 0.4], [-0.3, -0.2, -0.2], [-0.6, 0.4, 0.7], [0.0, -0.9, 1.5], [0.1, 0.0, -0.3], [-0.3, 0.0, 0.8], [-1.0, -0.6, 0.4], [-0.3, 0.4, -0.3], [0.6, -0.6, -1.2], [-0.5, 1.1, 0.9], [0.1, 0.8, 0.6], [1.1, 0.8, -0.3], [-1.7, -0.1, 1.6], [2.5, 1.3, -2.4], [-0.7, -1.3, 0.1], [-1.3, -0.5, 1.7], [-0.4, 0.1, 1.2], [-1.3, 0.0, -0.1], [1.2, -1.7, 1.0], [-0.4, -1.1, -0.6], [0.5, 0.3, -0.2], [-0.2, 1.2, -1.3], [-0.4, -0.7, 1.1], [-0.4, 0.1, -0.4], [0.3, 0.0, -1.2], [1.3, 0.4, 0.7], [-0.6, -0.3, -0.5], [-0.1, 0.0, -0.4], [-0.1, -0.8, -1.2], [1.8, 0.6, -0.3], [-0.4, -0.5, -0.5], [-0.1, 0.6, 0.1], [1.0, 0.2, 1.1], [-1.6, -0.1, 1.6], [-0.4, -0.6, 0.2], [-0.3, 0.1, 1.5], [-1.2, -0.1, 1.4], [-1.9, -1.7, -0.7], [-1.6, 0.0, -0.2], [0.5, 0.5, 0.7], [-0.7, -0.5, 1.5], [-1.1, 0.1, 1.4], [0.1, -0.5, 0.4], [0.2, -0.2, -0.3], [0.2, 0.1, -0.3], [0.1, 0.3, 0.0], [-0.3, 0.1, -0.3], [0.1, -1.3, -0.4], [0.1, -0.2, 0.3], [-0.5, -0.6, -0.3], [0.3, 0.0, 0.3], [0.1, 0.2, -0.3], [1.2, -0.7, -0.8], [0.2, 0.6, -0.4], [-0.4, 0.1, 0.2], [-0.5, 1.1, 0.1], [0.0, 0.4, -0.6], [-0.3, 0.5, -1.1], [1.0, 0.0, 0.8], [0.7, 0.0, 0.1], [-0.2, -0.3, 0.9], [-0.4, -0.1, -0.2], [-0.4, 1.0, 0.3], [-0.3, -0.5, -0.9], [-0.2, -0.3, 0.1], [0.3, 0.1, -0.8], [0.1, 0.1, -0.4], [1.1, 0.1, -0.8], [0.0, -0.1, -0.6], [0.0, 0.0, -0.2], [0.6, 0.7, -0.3], [0.5, -0.3, -0.1], [0.7, 1.0, 0.7], [1.1, -0.1, -0.4], [0.0, -0.3, -0.3], [-0.2, 0.4, 0.0], [-0.2, 0.0, -0.6], [0.3, 0.6, 0.3], [0.3, 0.3, -0.7], [0.6, -0.6, -0.4], [-0.8, 1.1, -0.1], [-0.5, 1.0, 2.5], [0.1, -0.2, 0.1], [0.2, -0.4, 0.4], [0.6, -1.0, -1.1], [0.0, 0.5, -0.9], [0.0, 2.1, 2.1], [0.1, -0.4, -0.7], [-1.0, -1.6, 0.0], [0.5, 0.1, -0.3], [-1.1, -0.3, -0.6], [1.3, -0.4, 1.0], [-0.7, 0.4, 0.7], [0.4, -0.9, 0.1], [0.1, 1.2, -1.4], [-0.3, -0.2, -1.4], [0.2, 0.9, 1.5], [0.2, -0.4, -0.1]]
}

=====

| no. | HOMO-LUMO gap (eV) |
| --- | --- |
| 1 | 6.46 |
| 2 | 7.73 |